a:
Density functional theory data (the ωB97M-V functional and the def2-TZVPD basis) for a cluster of 3 separate species, C4H6N2O2 in total.

Last column: natural (NBO) charge in e.
Cartesian coordinates (Å):
C: -0.15 0.82 1.83  -0.6784
C: -0.78 0.88 0.41  0.4189
C: 0.02 -0.46 -1.36  0.5910
C: 1.20 -1.43 -1.71  0.3767
H: 0.14 2.01 2.66  0.2150
H: 0.81 0.14 1.97  0.2306
H: -1.03 0.45 2.44  0.2516
H: -2.15 0.47 -0.75  0.3709
H: 1.26 0.35 0.07  0.4341
H: 1.05 -2.96 -2.29  0.1338
N: -2.03 0.91 0.11  -0.6266
N: 0.39 0.34 -0.30  -0.6383
O: -0.93 -0.52 -2.03  -0.5285
O: 2.20 -1.00 -1.06  -0.5507

Output
2S+1: 1
Gap between HOMO and LUMO in eV: 9.106
HOMO level in Eh: -0.36418
Net charge: 0

b:
Density functional theory data (the ωB97M-V functional and the def2-TZVPD basis) for the molecule C4H6N2O2.

Last column: natural (NBO) charge in e.
Cartesian coordinates (Å):
O: 0.98 2.25 0.12  -0.5192
C: -0.10 1.97 -0.21  0.4068
C: -0.47 0.54 -0.50  0.0880
N: -1.84 0.62 -0.25  -0.0705
O: -2.32 -0.68 0.23  -0.6002
C: 0.32 -0.67 -0.44  -0.1756
C: 1.40 -0.59 0.77  -0.3060
N: 1.71 -0.88 -0.80  -0.5218
H: -0.90 2.80 -0.37  0.1462
H: -3.26 -0.75 0.15  0.4797
H: -0.30 -1.69 -0.55  0.2347
H: 1.52 -1.44 1.67  0.2376
H: 1.74 0.46 0.80  0.2552
H: 1.52 -1.93 -0.62  0.3450

Output
2S+1: 1
Gap between HOMO and LUMO in eV: 9.328
HOMO level in Eh: -0.34277
Net charge: 0
SMILES: O=C/C(=N/O)[C@@H]1CN1

a ends up most stable, edging out the next structure by 28.2 kJ/mol.